Entry i
Density functional theory data (ωB97M-V with the def2-TZVPD basis set) for the molecule C4H5NO3.

Properties
Kohn-Sham gap = 10.45 eV
M = 115.088 g mol⁻¹
net charge = 0

XYZ file:
```
13
C4H5NO3 ωB97M-V with the def2-TZVPD basis set
C -2.7535 1.2719 0.7347
C -1.8867 0.7766 0.0140
C -0.8572 0.4262 -0.8129
O -0.1908 -0.6433 -0.0317
C 1.0786 -0.7999 -0.5728
O 1.4339 -0.5895 -1.7552
N 2.1399 -1.0364 0.3635
O 1.6133 -0.6954 1.7392
H -3.4144 2.1460 1.3398
H -1.1509 -0.0160 -1.8861
H -0.1294 1.3843 -1.1593
H 3.2042 -0.7038 0.0961
H 0.9128 -1.5207 1.9306
```

=====

Entry ii
Density functional theory data (ωB97M-V with the def2-TZVPD basis set) for the molecule C4H5NO3.

Properties
Kohn-Sham gap (spin up / spin down) = 10.21 / 10.21 eV
M = 115.088 g mol⁻¹
net charge = 0

XYZ file:
```
13
C4H5NO3 ωB97M-V with the def2-TZVPD basis set
C 0.6594 -0.0211 -0.7481
C -0.3630 -0.1255 0.0201
C 0.3487 0.6922 -1.9820
C 0.0135 -1.1322 1.8873
N -1.4873 1.4564 -0.8321
O 1.0980 0.6085 -2.9155
O -0.7401 1.4530 -1.9536
O -0.9539 -0.4366 1.1178
H 1.4640 -0.7428 -0.7250
H -0.3979 -1.4735 2.9057
H 0.9395 -0.4717 2.0506
H 0.5280 -1.9340 1.2988
H -1.1090 2.1272 -0.1240
```

=====

Entry iii
Density functional theory data (ωB97M-V with the def2-TZVPD basis set) for the molecule C4H5NO3.

Properties
Kohn-Sham gap = 8.98 eV
M = 115.088 g mol⁻¹
net charge = 0

XYZ file:
```
13
C4H5NO3 ωB97M-V with the def2-TZVPD basis set
O 1.6128 0.7964 1.0870
C 0.6784 0.6408 1.9050
C -0.6657 -0.0308 1.5904
C -1.1266 -0.3643 0.4138
C -0.3048 -0.6665 -0.9461
O -0.9153 -1.6632 -1.5423
N 0.3686 0.4814 -1.5303
O 1.1192 -0.0027 -2.6290
H 0.8866 1.3905 2.9146
H -1.3038 -0.0653 2.5711
H -2.0948 -0.7221 0.1245
H 1.1092 0.8465 -0.8380
H 0.6363 -0.6408 -3.1206
```

=====

Entry iv
Density functional theory data (ωB97M-V with the def2-TZVPD basis set) for the molecule C4H5NO3.

Properties
Kohn-Sham gap (spin up / spin down) = 8.44 / 6.68 eV
M = 115.088 g mol⁻¹
net charge = 0

XYZ file:
```
13
C4H5NO3 ωB97M-V with the def2-TZVPD basis set
C 1.3298 1.2129 0.1260
C 0.7978 0.0643 -0.2479
C -1.2476 1.4107 -0.1744
C -0.7774 0.0527 -0.3665
N -1.4077 -0.8822 0.4868
O 1.3484 -1.2706 0.0441
O -2.0828 2.0216 0.3656
O 2.6649 1.3545 0.2102
H -1.0862 -0.2255 -1.3356
H 0.9189 -1.9115 -0.6022
H -1.4681 -0.7757 1.4620
H -2.0221 -1.5187 0.1147
H 3.0320 0.4674 -0.0826
```

=====

Which structure is the least stable? The one labeled entry i.

=====

Entry i
Density functional theory data (ωB97M-V with the def2-TZVPD basis set) for a structure of composition C2H3BrO3S.

Properties
Kohn-Sham gap (spin up / spin down) = 8.99 / 8.78 eV
M = 187.014 g mol⁻¹
net charge = 0

XYZ file:
```
10
C2H3BrO3S ωB97M-V with the def2-TZVPD basis set
C -0.8399 -0.3504 0.7248
C 0.1441 -0.6194 -0.3773
O 0.4824 2.0114 -1.1472
O 2.0163 1.0614 0.5077
O -0.4889 1.0001 0.9723
S 0.7468 1.0595 -0.1288
Br 1.3580 -1.9917 -0.2980
H -1.8880 -0.4213 0.4245
H -0.6763 -0.9625 1.6209
H -0.8546 -0.7870 -2.2990
```

=====

Entry ii
Density functional theory data (ωB97M-V with the def2-TZVPD basis set) for the molecule C2H3BrO3S.

Properties
Kohn-Sham gap = 8.73 eV
M = 187.014 g mol⁻¹
net charge = 0

XYZ file:
```
10
C2H3BrO3S ωB97M-V with the def2-TZVPD basis set
C -1.6731 -0.1464 -1.2826
C 1.0651 -0.1732 0.3427
O 0.5223 -1.4034 0.0599
O 0.4974 2.3639 0.1486
O -0.8524 0.7816 -1.0903
S -0.2293 1.2187 0.4992
Br -2.5875 -0.8184 0.2574
H 1.8532 -0.1455 1.1667
H -0.2278 -1.7552 0.4414
H 1.6321 0.0780 -0.5431
```

=====

Which structure is the least stable? The one labeled entry i.

=====

Entry i
Density functional theory data (ωB97M-V with the def2-TZVPD basis set) for a cluster of 2 separate species, C4H15N2O in total.

Properties
Kohn-Sham gap = 11.01 eV
M = 107.177 g mol⁻¹
net charge = +1

XYZ file:
```
22
C4H15N2O ωB97M-V with the def2-TZVPD basis set
C -1.4540 0.8223 -1.8666
C -0.3076 0.4241 -0.9331
C 0.4812 -0.7901 -1.4087
C 1.9324 -0.7344 -0.9006
N 1.9460 -0.3252 0.5136
N -0.9459 0.0312 0.4220
H -1.9147 -0.0372 -2.3306
H -2.1932 1.3847 -1.2921
H -1.0982 1.4535 -2.6818
H 0.2544 1.3086 -0.6433
H 0.4588 -0.7701 -2.4915
H 0.1092 -1.7104 -0.9594
H 2.4043 -1.7186 -0.9260
H 2.6389 -0.1575 -1.5091
H 2.7372 -0.7997 0.9265
H 2.1468 0.6624 0.6260
H -1.8480 0.4731 0.5912
H -1.0267 -0.9445 0.5593
H -0.2908 0.2555 1.1823
H -0.7046 -0.1788 3.6845
H -1.6702 0.9536 3.9258
O -1.3383 0.3803 3.2232
```

=====

Entry ii
Density functional theory data (ωB97M-V with the def2-TZVPD basis set) for a cluster of 2 separate species, C4H15N2O in total.

Properties
Kohn-Sham gap = 10.54 eV
M = 107.177 g mol⁻¹
net charge = +1

XYZ file:
```
22
C4H15N2O ωB97M-V with the def2-TZVPD basis set
N -1.5047 -0.9565 0.2759
C -1.0585 -0.8575 1.7080
C 0.4800 -0.7103 1.6990
N 0.8898 -0.1241 0.4357
C 0.5446 1.2843 0.1969
C 1.2369 1.8167 -1.0471
H -2.0714 -0.1611 -0.0034
H -2.0315 -1.7666 -0.0495
H -0.5595 -0.9615 -0.2316
H -1.5956 -0.0536 2.2017
H -1.3415 -1.7669 2.2330
H 0.8791 -1.7197 1.7092
H 0.8337 -0.1792 2.5845
H 1.8867 -0.2392 0.3185
H 0.7089 1.8843 1.0991
H -0.5164 1.3539 0.0312
H 2.3083 1.7118 -0.8762
H 1.0627 1.1592 -1.8900
H 1.0124 2.8755 -1.1143
H -1.1244 -0.7779 -3.2892
H 0.3321 -0.8689 -3.2909
O -0.3717 -0.9428 -2.7004
```

=====

Which structure is the least stable? The one labeled entry ii.

=====

Entry i
Density functional theory data (ωB97M-V with the def2-TZVPD basis set) for a cluster of 3 separate species, C4H15N2O in total.

Properties
Kohn-Sham gap = 4.07 eV
M = 107.177 g mol⁻¹
net charge = +1

XYZ file:
```
22
C4H15N2O ωB97M-V with the def2-TZVPD basis set
C 0.6306 1.8350 0.5974
C 1.1423 0.8315 1.6201
C 0.4892 0.9564 3.0006
C -1.9520 -2.5370 -2.0030
N -1.5437 -1.1837 -2.2332
N 1.3442 1.6961 -0.6266
H -0.4508 1.6174 0.4497
H 0.6996 2.8806 0.9336
H 2.2284 0.8054 1.6734
H 0.7985 -0.1325 1.1703
H -0.5981 0.8935 2.9582
H 0.8158 0.0696 3.5485
H -2.8502 -2.6987 -2.6026
H -1.2268 -3.3149 -2.2845
H -2.2178 -2.7163 -0.9592
H 0.7939 1.8269 3.5740
H -0.7080 -0.8239 -1.7536
H 0.9802 2.3021 -1.3671
H 1.3322 0.6947 -0.9371
H 1.3672 -1.3273 -0.7735
H -1.6544 -0.9331 -3.2087
O 0.5797 -0.7419 -0.7767
```

=====

Entry ii
Density functional theory data (ωB97M-V with the def2-TZVPD basis set) for a cluster of 2 separate species, C4H15N2O in total.

Properties
Kohn-Sham gap = 9.13 eV
M = 107.177 g mol⁻¹
net charge = +1

XYZ file:
```
22
C4H15N2O ωB97M-V with the def2-TZVPD basis set
N -1.3192 -1.0749 -1.1847
C -0.6175 -1.0400 0.4296
C -1.7666 -0.7356 1.3155
C 0.5993 -0.0780 0.1201
N 0.8290 0.7609 1.2842
C 2.2349 1.1554 1.4527
H -0.4796 -0.7728 -1.8573
H -1.5310 -1.9529 -1.5388
H -2.2358 -0.4563 -1.2015
H -0.2352 -2.0898 0.5002
H -2.0294 0.3849 1.2962
H -1.4636 -0.5595 2.4126
H -2.7568 -1.2105 1.4271
H 1.4838 -0.6292 -0.0133
H 0.5082 0.5018 -0.6825
H 0.1063 1.5411 1.2584
H 2.1658 2.0969 2.0984
H 2.7846 0.2480 1.8567
H 2.7114 1.6234 0.4936
H 0.8749 1.2204 -2.9518
H -0.2678 0.5564 -3.6203
O 0.4044 0.5103 -2.8950
```

=====

Which structure is the least stable? The one labeled entry i.

=====

Entry i
Density functional theory data (ωB97M-V with the def2-TZVPD basis set) for a cluster of 3 separate species, C4H15N2O in total.

Properties
Kohn-Sham gap = 5.17 eV
M = 107.177 g mol⁻¹
net charge = +1

XYZ file:
```
22
C4H15N2O ωB97M-V with the def2-TZVPD basis set
N -0.0656 1.2142 1.3191
C 0.3923 0.0162 0.6302
C 1.4743 -0.8498 1.4459
C -0.7867 -0.8965 0.1923
N -0.4900 -2.0067 -0.7169
C -0.2603 -1.5412 -2.1537
H 1.0353 0.3349 -0.2413
H -0.4812 1.9268 0.6409
H -0.6876 1.0933 2.0860
H 2.1770 -1.3409 -0.6979
H 1.2648 -0.6663 2.5094
H 1.2669 -1.8949 1.1761
H 2.5007 -0.5022 1.2140
H -1.6907 -0.1935 -0.0212
H -1.1824 -1.3429 1.1652
H 0.7447 -1.8589 -0.9961
H 0.2149 -0.4847 -2.2336
H -1.2516 -1.5558 -2.6713
H 0.3425 -2.2633 -2.6717
H -0.9690 4.7865 0.2275
H -2.1744 4.0977 -0.3678
O -1.3740 3.9283 0.1649
```

=====

Entry ii
Density functional theory data (ωB97M-V with the def2-TZVPD basis set) for a cluster of 2 separate species, C4H15N2O in total.

Properties
Kohn-Sham gap = 9.96 eV
M = 107.177 g mol⁻¹
net charge = +1

XYZ file:
```
22
C4H15N2O ωB97M-V with the def2-TZVPD basis set
C 1.4117 -1.1787 0.3521
N 2.7443 -0.7287 -0.1057
C 0.3448 -0.0308 0.4458
N 0.2587 0.4505 -0.9725
C -1.4905 0.7078 1.7307
C -0.9505 -0.5349 1.0373
H 1.0061 -2.0633 -0.2416
H 1.5172 -1.3785 1.4301
H 3.3225 -1.2321 -0.7810
H 3.2888 -0.3845 0.6693
H 0.9341 0.7842 0.9593
H -0.7122 0.4730 -1.3020
H 0.7937 -0.2785 -1.4961
H 0.7161 1.3782 -1.1070
H -2.3637 0.2806 2.3180
H -0.7504 1.0164 2.4984
H -1.7781 1.4962 1.0351
H -1.5556 -0.6849 0.0503
H -0.9774 -1.5148 1.5635
H -2.5688 1.6397 -2.4598
H -1.2985 0.9073 -3.2052
O -1.8923 0.8756 -2.4190
```

=====

Which structure is the least stable? The one labeled entry i.

=====

Entry i
Density functional theory data (ωB97M-V with the def2-TZVPD basis set) for a cluster of 2 separate species, C4H15N2O in total.

Properties
Kohn-Sham gap = 10.83 eV
M = 107.177 g mol⁻¹
net charge = +1

XYZ file:
```
22
C4H15N2O ωB97M-V with the def2-TZVPD basis set
C 1.6137 -0.3410 -0.0819
N 1.1295 -0.8328 1.2246
C 1.7036 -0.1361 2.3933
C 0.4963 0.4572 -0.8068
N -0.8721 0.0269 -0.3623
C -1.3190 -1.1960 -1.0740
H 1.9079 -1.1506 -0.7266
H 2.5067 0.2580 0.0664
H 1.4222 -1.7928 1.3001
H 2.5294 -0.6866 2.8820
H 0.9642 0.0205 3.1700
H 2.0701 0.8446 2.1514
H 0.5488 0.3589 -1.8895
H 0.6146 1.5144 -0.6177
H -0.6394 -0.2629 0.6019
H -1.4700 0.8300 -0.5659
H -0.5316 -1.9466 -1.0390
H -1.5490 -0.9664 -2.1206
H -2.2218 -1.5587 -0.6002
H -2.5338 2.6731 -1.7328
H -3.5824 2.0549 -0.8401
O -2.7879 1.8321 -1.3324
```

=====

Entry ii
Density functional theory data (ωB97M-V with the def2-TZVPD basis set) for a cluster of 2 separate species, C4H15N2O in total.

Properties
Kohn-Sham gap = 11.01 eV
M = 107.177 g mol⁻¹
net charge = +1

XYZ file:
```
22
C4H15N2O ωB97M-V with the def2-TZVPD basis set
C -0.4251 2.2548 -0.7658
C -0.3549 0.6144 -0.3853
C 0.2641 -0.4350 -1.5386
C 0.1616 -1.9698 -1.2636
N 0.8487 -2.2964 0.0274
N 0.8350 0.4920 0.7957
H 0.5923 2.5241 -0.9143
H -0.7577 2.8890 0.1513
H -1.0943 2.3129 -1.6376
H -1.1543 0.1871 0.1683
H 0.0156 -0.3029 -2.6505
H 1.3693 -0.2855 -1.7721
H 0.3844 -2.6068 -2.0954
H -0.9330 -2.2257 -0.9813
H 1.8416 -2.2548 -0.2996
H 0.6563 -3.2319 0.4429
H 0.3148 0.8147 1.6593
H 1.6400 1.0760 0.6381
H 0.9029 -0.4475 0.7319
H -1.2465 1.8518 2.9441
H -2.1603 0.7922 2.5127
O -1.2538 1.0940 2.3826
```

=====

Which structure is the least stable? The one labeled entry ii.

=====

Entry i
Density functional theory data (ωB97M-V with the def2-TZVPD basis set) for the molecule C3H4O2.

Properties
Kohn-Sham gap = 9.51 eV
M = 72.063 g mol⁻¹
net charge = 0

XYZ file:
```
9
C3H4O2 ωB97M-V with the def2-TZVPD basis set
O -1.7587 -0.6346 -0.1097
C -0.5617 -0.0730 0.0678
C 0.8076 -0.4314 0.5806
C 0.5864 0.4810 -0.5503
O -0.4154 1.2792 0.1198
H -2.3131 -0.0560 -0.4976
H 1.2187 -1.3392 0.1906
H 1.2931 -0.1393 1.5144
H 1.1431 0.9133 -1.3157
```

=====

Entry ii
Density functional theory data (ωB97M-V with the def2-TZVPD basis set) for the molecule C3H4O2.

Properties
Kohn-Sham gap = 11.05 eV
M = 72.063 g mol⁻¹
net charge = 0

XYZ file:
```
9
C3H4O2 ωB97M-V with the def2-TZVPD basis set
O -0.1107 -2.1142 0.2059
C -0.0878 -0.9026 0.1270
C 0.8870 0.2056 0.5516
O 0.1302 1.1445 -0.2487
C -0.8516 0.2383 -0.5901
H 1.8545 0.1382 0.0667
H 0.9520 0.4277 1.6136
H -1.8173 0.5960 -0.1202
H -0.9564 0.2667 -1.6059
```

=====

Which structure is the least stable? The one labeled entry i.